(1)
The following is a DFT calculation (ωB97M-V/def2-TZVPD) of C20H17N3O4Pt as an isolated structure in a non-equilibrium geometry.

Each line ends with the Löwdin spin population.
Cartesian coordinates (Å):
H 0.277 1.138 -3.959  0.001
H 4.929 -0.409 -3.342  0.000
C -3.173 -1.739 4.075  0.000
C 3.012 -0.704 2.262  0.040
Pt -0.487 -0.655 1.046  0.682
O -2.352 -1.368 1.559  0.010
C 3.570 0.665 -4.608  0.002
C 2.258 1.097 -4.776  0.000
N -0.604 0.073 -1.856  0.005
O -4.407 -1.318 3.543  0.000
H -3.386 -1.979 5.120  0.000
H 2.581 -1.435 2.928  0.004
H -2.797 -2.633 3.568  0.000
C 2.583 1.255 1.021  0.035
H 2.000 1.686 -5.647  0.000
C 4.277 -0.774 1.756  0.001
C -3.431 -0.659 1.353  0.001
C -5.870 0.727 0.949  0.005
C 4.729 0.185 0.848  0.052
H 4.120 1.935 -0.259  -0.001
N 2.167 0.311 1.909  0.014
C 1.294 0.797 -3.838  0.002
C -4.887 0.773 -0.006  -0.001
H -6.801 1.256 0.805  0.000
C 3.830 1.202 0.477  0.001
C -5.650 0.024 2.126  0.000
H -5.044 1.342 -0.912  0.000
C -2.666 0.314 -0.847  -0.003
C -3.648 0.119 0.161  0.006
H 4.917 -1.593 2.055  -0.001
H 3.201 -0.931 -1.646  0.000
H 1.848 1.998 0.750  0.001
O 0.944 0.325 2.401  -0.024
C 0.672 -0.203 -1.622  0.011
H -6.383 -0.003 2.917  0.000
H 4.321 0.909 -5.348  0.000
O 1.126 -0.654 -0.502  0.042
C 1.627 0.063 -2.691  0.002
C -4.461 -0.658 2.329  0.000
N -1.442 -0.164 -0.857  0.103
H 5.717 0.136 0.422  0.004
H -2.414 -0.953 4.035  0.000
H -2.960 0.948 -1.684  0.004
C 2.953 -0.371 -2.535  0.002
C 3.907 -0.074 -3.480  0.000

Summary:
electronic energy = -1356.7789 Eh
expectation value of S² = 0.7737
charge = -1
energy relative to the best compared isomer or geometry (same formula, charge and spin) = 0.739 eV
gap between HOMO and LUMO (spin up / spin down) = 0.18332 / 0.21061 Eh
2S+1 = 2
F_max = 2.9 eV Å⁻¹

=====

(2)
The following is a DFT calculation (ωB97M-V/def2-TZVPD) of C20H17N8NaO4SSe as an isolated structure in a non-equilibrium geometry.

Each line ends with the Mulliken charge.
Cartesian coordinates (Å):
N -1.247 -1.201 -1.311  0.754
C -1.964 0.932 2.260  0.883
O -0.410 -1.855 1.161  -0.802
S 2.003 2.012 1.086  -0.390
H -3.334 -1.400 2.218  0.244
C -1.633 -2.358 -0.799  0.157
N 2.900 -0.801 -5.056  -0.823
N -3.082 1.257 0.162  -0.555
C 2.398 -0.863 -2.770  0.443
Se 1.413 -1.775 -4.872  0.271
H -2.599 -1.406 -4.373  0.601
Na 0.380 -0.290 -0.006  0.836
C 3.241 -0.419 -3.842  0.898
H 3.832 0.486 -0.181  0.714
C -2.338 -1.710 -3.371  -0.867
C -1.042 0.442 -2.992  0.305
C -3.917 0.838 -0.783  -0.551
C -4.412 -1.186 0.373  -0.629
C 1.235 2.297 2.534  0.355
N -0.848 1.392 1.842  -0.283
H -2.657 1.842 4.075  0.421
C 4.559 0.717 -2.221  -0.679
C -2.396 0.851 3.691  -1.844
H -1.003 1.640 -4.415  0.394
H -1.618 0.419 4.323  0.475
N 1.861 2.918 3.566  -0.429
N -0.034 1.919 2.816  -0.194
C -4.603 -0.366 -0.728  -0.298
N 1.388 -1.642 -3.098  -0.392
N 2.622 -0.529 -1.451  -0.304
H -5.265 -0.648 -1.534  0.462
C 3.646 0.219 -1.214  -0.501
C 4.368 0.413 -3.519  -0.453
H 5.380 1.342 -1.900  0.371
O -1.442 0.792 -4.230  -0.478
H 1.330 3.372 4.290  0.195
H -0.394 2.046 3.755  0.315
H -4.897 -2.150 0.451  0.388
C -1.588 -0.884 -2.553  0.210
O -0.302 1.121 -2.332  -0.559
H -3.285 0.232 3.785  0.385
C -2.371 -3.272 -1.555  -0.471
C -3.552 -0.764 1.370  -0.509
C -2.900 0.451 1.206  1.000
H -3.298 -3.632 -3.453  0.458
H 2.788 3.263 3.385  0.234
H 5.011 0.772 -4.309  0.455
C -2.724 -2.942 -2.848  -0.669
H -2.650 -4.208 -1.093  0.604
C -1.256 -2.641 0.670  0.149
O -1.862 -3.574 1.198  -0.778
H -4.046 1.501 -1.631  0.485

Summary:
electronic energy = -4473.3702 Eh
energy relative to the best compared isomer or geometry (same formula, charge and spin) = 0.538 eV
gap between HOMO and LUMO = 0.26572 Eh
F_max = 1.0 eV Å⁻¹